1.
# C33H41N5O4PPb

A structure of composition C33H41N5O4PPb at a distorted geometry (wB97M-V/def2-TZVPD, the OMol25 dataset).

Each line ends with the Mulliken charge.
Cartesian coordinates (Å):
Pb1 -0.795 0.883 -1.715  1.56
O1 -1.900 1.123 2.954  -0.76
C1 -2.451 -0.082 3.225  0.29
C2 -2.991 -0.341 4.474  -0.70
C3 -3.776 -1.479 4.649  -0.36
C4 -3.900 -2.431 3.641  -0.91
C5 -3.258 -2.220 2.441  -0.43
C6 -2.606 -1.013 2.187  0.47
C7 -2.132 -0.638 0.821  0.66
O2 -1.391 0.392 0.679  -0.34
N1 -2.670 -1.368 -0.147  -0.40
N2 -2.346 -1.112 -1.408  0.20
C8 -2.938 -1.912 -2.302  -0.65
C9 -2.748 -1.836 -3.679  1.28
C10 -3.114 -3.028 -4.358  -0.91
C11 -2.856 -3.132 -5.731  -0.67
C12 -2.231 -2.042 -6.386  -0.42
C13 -1.881 -0.896 -5.744  -0.59
C14 -2.136 -0.676 -4.341  0.20
O3 -1.973 0.494 -3.778  -0.67
H1 -1.626 0.986 1.921  0.15
H2 -2.800 0.386 5.241  0.50
H3 -4.320 -1.610 5.544  0.47
H4 -4.456 -3.337 3.786  0.46
H5 -3.211 -2.891 1.599  0.50
H6 -3.516 -2.752 -1.908  0.31
H7 -3.519 -3.869 -3.766  0.36
H8 -3.085 -3.969 -6.376  0.40
H9 -2.014 -2.121 -7.455  0.38
H10 -1.380 -0.110 -6.282  0.46
O4 1.697 0.782 -0.832  -0.81
P1 2.761 0.473 0.181  -0.71
N3 4.240 0.342 -0.600  0.23
C15 5.488 -0.277 -0.011  -0.35
C16 6.648 0.415 -0.798  -0.72
C17 6.004 1.169 -1.986  -0.57
C18 4.530 1.384 -1.600  -0.51
N4 2.673 -1.030 0.881  0.53
C19 2.331 -1.328 2.259  -0.13
C20 2.126 -2.847 2.340  -0.76
C21 1.921 -3.284 0.878  -0.67
C22 2.475 -2.197 -0.008  -0.48
N5 2.834 1.638 1.365  0.75
C23 1.873 2.729 1.328  -0.13
C24 2.029 3.438 2.719  -0.66
C25 3.513 3.179 3.039  -0.75
C26 3.739 1.761 2.545  -0.30
H11 5.501 -1.367 -0.170  0.22
H12 5.507 -0.152 1.080  0.30
H13 7.381 -0.346 -1.101  0.34
H14 7.197 1.051 -0.112  0.29
H15 6.105 0.630 -2.957  0.30
H16 6.441 2.161 -2.188  0.34
H17 3.761 1.288 -2.403  0.21
H18 4.365 2.390 -1.157  0.24
H19 1.394 -0.807 2.611  0.18
H20 3.097 -0.998 2.984  0.08
H21 1.278 -3.047 2.953  0.39
H22 2.995 -3.388 2.760  0.33
H23 0.880 -3.561 0.678  0.29
H24 2.416 -4.263 0.705  0.33
H25 1.831 -1.899 -0.870  0.27
H26 3.443 -2.464 -0.458  0.20
H27 0.841 2.363 1.106  -0.17
H28 2.118 3.444 0.498  0.24
H29 1.369 2.917 3.458  0.21
H30 1.664 4.491 2.653  0.39
H31 3.728 3.196 4.112  0.40
H32 4.127 3.915 2.488  0.28
H33 3.484 1.037 3.317  0.16
H34 4.759 1.447 2.291  0.21
C27 -2.462 2.667 -1.756  -2.05
C28 -3.676 2.201 -1.212  1.19
C29 -4.537 1.336 -1.940  -0.15
C30 -5.716 0.850 -1.411  -0.63
C31 -6.091 1.170 -0.096  -0.46
C32 -5.256 2.018 0.652  -0.44
C33 -4.072 2.495 0.124  -0.38
H35 -1.867 3.364 -1.164  0.62
H36 -2.398 2.756 -2.823  0.64
H37 -4.261 1.122 -2.979  0.36
H38 -6.337 0.211 -2.023  0.44
H39 -6.964 0.716 0.364  0.41
H40 -5.508 2.292 1.690  0.38
H41 -3.399 3.014 0.810  0.24

Results
* HOMO energy (spin up / spin down): -10.560 / -10.535 eV
* molecular weight: 809.90 u
* total charge: +1
* E_LUMO (spin up / spin down): -4.886 / -5.422 eV
* energy relative to the best compared isomer or geometry (same formula, charge and spin): 0.000 eV

=====

2.
# C6H10

A structure of composition C6H10 (wB97M-V/def2-TZVPD, the OMol25 dataset).

Each line ends with the natural charge from an NBO analysis.
Cartesian coordinates (Å):
C1 -1.024 0.844 -0.897  -0.60
C2 -0.011 -0.110 -0.273  -0.17
C3 0.108 0.074 1.257  -0.38
C4 -0.302 -1.558 -0.665  -0.59
C5 1.434 0.288 -0.594  -0.08
C6 1.681 0.873 0.599  -0.44
H1 -0.861 1.875 -0.563  0.21
H2 -2.050 0.553 -0.636  0.20
H3 -0.927 0.830 -1.988  0.23
H4 0.546 -0.772 1.785  0.24
H5 0.705 1.286 1.200  0.28
H6 -0.718 0.500 1.851  0.22
H7 -1.302 -1.869 -0.338  0.20
H8 -0.242 -1.657 -1.753  0.23
H9 0.436 -2.243 -0.233  0.21
H10 2.526 1.086 1.248  0.23

Results
* HOMO energy: -7.936 eV
* molecular weight: 82.15 u
* E_LUMO: 0.641 eV
* energy relative to the best compared isomer or geometry (same formula, charge and spin): 5.429 eV

=====

3.
# C6H9NO

A structure of composition C6H9NO at a distorted geometry (wB97M-V/def2-TZVPD, the OMol25 dataset).

Each line ends with the natural charge from an NBO analysis.
Cartesian coordinates (Å):
C1 1.235 0.281 -0.361  -0.13
C2 0.702 1.654 -0.321  -0.20
C3 -0.702 1.695 -0.282  -0.21
C4 -1.286 0.282 -0.157  -0.04
C5 -2.610 -0.119 0.308  -0.39
C6 -0.172 -0.651 0.090  0.09
H1 2.826 -1.014 -0.538  0.37
H2 2.364 -1.108 1.434  0.39
H3 1.339 -0.211 -1.446  0.20
H4 1.499 2.398 0.296  0.23
H5 -1.086 2.741 -0.100  0.24
H6 -3.329 0.755 0.258  0.21
H7 -2.765 -1.199 0.798  0.24
H8 0.170 -0.834 1.058  0.16
H9 0.057 -2.646 -0.817  0.46
N1 2.373 -0.358 0.386  -0.91
O1 -0.615 -1.666 -0.605  -0.69

Results
* HOMO energy: -7.781 eV
* molecular weight: 111.14 u
* E_LUMO: 0.029 eV
* energy relative to the best compared isomer or geometry (same formula, charge and spin): 8.228 eV

=====

4.
# C50H53BrIN6O10S

A cluster of 3 separate species, C50H53BrIN6O10S in total at a distorted geometry (wB97M-V/def2-TZVPD, the OMol25 dataset).

Each line ends with the Mulliken charge.
Cartesian coordinates (Å):
C1 -1.933 -4.237 -0.032  0.03
C2 -1.509 -5.520 -0.768  -0.84
O1 -0.304 -5.391 -1.521  -0.34
C3 -0.408 -4.483 -2.576  -1.51
C4 0.621 -3.358 -2.622  -1.24
N1 0.726 -2.329 -1.589  1.15
C5 1.327 -2.608 -0.252  -1.51
N2 1.536 -3.988 0.085  -0.02
C6 1.659 -1.477 -2.288  -0.47
N3 1.490 -0.201 -2.431  0.35
C7 2.399 0.594 -3.271  -0.62
C8 3.284 1.694 -2.621  -0.96
C9 3.247 1.884 -1.095  -0.41
Br1 2.462 3.620 -0.672  -0.16
C10 0.299 0.478 -1.852  -1.44
C11 0.088 0.253 -0.356  -0.46
S1 -0.567 1.715 0.534  -0.21
C12 -0.145 1.339 2.194  0.58
N4 -0.892 1.289 3.228  -0.03
N5 -0.059 0.917 4.257  -0.62
C13 1.110 0.763 3.799  -0.05
O2 1.133 1.019 2.455  -0.20
N6 2.625 -2.301 -2.790  1.16
C14 4.078 -2.089 -2.721  -1.32
C15 4.634 -1.175 -1.611  0.29
C16 5.773 -1.879 -0.841  -1.75
C17 5.241 -2.836 0.231  0.20
O3 5.826 -4.150 0.133  -0.33
C18 6.606 -4.402 1.266  0.64
C19 8.034 -3.907 1.165  -0.97
O4 6.135 -4.936 2.235  -0.52
C20 2.098 -3.645 -3.050  1.07
O5 2.765 -4.701 -2.438  -0.69
C21 2.018 -4.040 -4.575  -1.00
C22 3.190 -3.507 -5.394  -0.21
O6 3.088 -2.540 -6.092  -0.47
I1 5.082 -4.545 -5.218  0.07
H1 -1.490 -3.327 -0.440  -0.27
H2 -1.770 -4.278 1.044  0.40
H3 -3.014 -4.127 -0.163  0.10
H4 -2.314 -5.858 -1.428  0.37
H5 -1.348 -6.303 -0.030  0.35
H6 -0.279 -5.051 -3.509  0.47
H7 -1.397 -4.026 -2.667  0.50
H8 0.270 -2.773 -3.483  0.76
H9 0.672 -2.178 0.505  0.93
H10 2.276 -2.062 -0.144  -0.06
H11 2.490 -4.301 -0.041  0.21
H12 1.286 -4.178 1.044  0.39
H13 3.032 -0.035 -3.888  0.11
H14 1.751 1.100 -3.990  0.84
H15 4.318 1.533 -2.922  0.43
H16 3.018 2.649 -3.066  0.53
H17 2.797 1.077 -0.526  0.05
H18 4.272 1.964 -0.741  0.50
H19 0.373 1.548 -2.055  0.75
H20 -0.554 0.130 -2.434  0.20
H21 0.965 -0.104 0.175  0.14
H22 -0.673 -0.520 -0.250  0.59
H23 1.994 0.450 4.319  0.44
H24 4.591 -3.046 -2.654  0.79
H25 4.415 -1.671 -3.676  0.49
H26 5.105 -0.313 -2.082  0.20
H27 3.901 -0.782 -0.904  -0.23
H28 6.368 -1.111 -0.345  0.57
H29 6.379 -2.409 -1.575  0.51
H30 4.157 -2.941 0.132  -0.58
H31 5.426 -2.479 1.247  0.58
H32 8.671 -4.445 1.856  0.33
H33 8.002 -2.832 1.359  0.25
H34 8.351 -4.024 0.129  0.36
H35 2.124 -5.278 -1.998  0.60
H36 1.082 -3.739 -5.042  0.57
H37 2.096 -5.125 -4.597  0.60
C23 -1.241 4.556 2.637  0.21
C24 -0.240 4.679 1.674  0.98
C25 0.570 5.803 1.665  -1.00
C26 0.383 6.807 2.605  -0.02
C27 -0.632 6.691 3.554  0.14
C28 -1.435 5.558 3.573  -1.07
C29 -0.880 7.779 4.542  0.57
O7 -1.760 7.674 5.369  -0.65
C30 -0.027 8.997 4.481  0.18
C31 -0.277 10.047 5.355  -0.55
C32 0.517 11.181 5.318  -0.49
C33 1.570 11.269 4.413  -0.49
C34 1.820 10.228 3.535  -0.55
C35 1.019 9.093 3.559  0.21
C36 1.279 7.998 2.587  0.52
O8 2.195 8.069 1.793  -0.68
H38 -1.874 3.679 2.656  0.42
H39 -0.089 3.895 0.922  -0.42
H40 1.351 5.906 0.924  0.49
H41 -2.215 5.463 4.317  0.49
H42 -1.093 9.978 6.061  0.48
H43 0.317 12.000 5.997  0.40
H44 2.193 12.153 4.391  0.41
H45 2.636 10.297 2.828  0.47
C37 -9.798 -3.868 -1.972  -0.48
C38 -10.396 -2.615 -2.056  -0.50
C39 -9.758 -1.502 -1.535  -0.55
C40 -8.522 -1.639 -0.916  0.17
C41 -7.931 -2.901 -0.810  0.17
C42 -8.569 -4.011 -1.350  -0.53
C43 -6.631 -3.076 -0.110  0.58
O9 -6.109 -4.170 -0.021  -0.68
C44 -5.983 -1.877 0.489  0.29
C45 -4.798 -2.029 1.196  -0.66
C46 -4.172 -0.924 1.747  -0.77
C47 -4.724 0.344 1.585  -0.47
C48 -5.910 0.501 0.887  -0.74
C49 -6.548 -0.609 0.344  0.27
C50 -7.840 -0.430 -0.376  0.53
O10 -8.324 0.673 -0.515  -0.65
H46 -10.295 -4.734 -2.388  0.41
H47 -11.362 -2.508 -2.532  0.41
H48 -10.220 -0.527 -1.605  0.48
H49 -8.106 -4.986 -1.279  0.47
H50 -4.367 -3.013 1.319  0.63
H51 -3.249 -1.047 2.301  0.55
H52 -4.229 1.208 2.009  0.57
H53 -6.343 1.484 0.764  0.51

Results
* HOMO energy: -11.060 eV
* molecular weight: 1136.88 u
* total charge: +1
* E_LUMO: -2.984 eV

=====

5.
# C4H10OS2

A cluster of 2 separate species, C4H10OS2 in total at a distorted geometry (wB97M-V/def2-TZVPD, the OMol25 dataset).

Each line ends with the natural charge from an NBO analysis.
Cartesian coordinates (Å):
C1 1.131 -0.390 0.986  -0.64
C2 1.166 0.218 -1.335  -0.63
C3 -1.002 -0.025 0.026  -0.44
C4 0.435 0.479 -0.058  0.15
O1 0.437 1.861 0.352  -0.70
S1 -1.250 -1.792 -0.252  0.00
S2 -1.864 0.567 1.498  -0.01
H1 1.950 0.161 1.226  0.23
H2 1.284 -1.484 0.552  0.22
H3 0.647 -0.487 1.958  0.22
H4 2.152 0.361 -1.202  0.22
H5 0.836 0.771 -2.126  0.22
H6 1.096 -0.788 -1.793  0.23
H7 -1.749 0.694 -1.253  0.16
H8 -0.495 2.170 0.261  0.47
H9 -2.466 -1.689 -0.827  0.15
H10 -2.307 -0.626 1.987  0.15

Results
* HOMO energy: -8.999 eV
* molecular weight: 138.26 u
* E_LUMO: 0.277 eV
* energy relative to the best compared isomer or geometry (same formula, charge and spin): 3.628 eV

=====

6.
# C4H4Cl2O2

A cluster of 3 separate species, C4H4Cl2O2 in total at a distorted geometry (wB97M-V/def2-TZVPD, the OMol25 dataset).

Each line ends with the natural charge from an NBO analysis.
Cartesian coordinates (Å):
Cl1 -0.614 -2.849 1.864  0.09
C1 -0.776 -1.420 1.015  -0.04
C2 -0.240 -0.446 0.323  -0.23
C3 -1.777 -0.521 0.391  -0.41
H1 0.544 0.088 -0.049  0.23
H2 -2.471 0.211 0.900  0.19
H3 -2.353 -1.003 -0.344  0.18
O1 1.989 -1.851 -1.024  -0.51
C4 0.939 -2.033 -1.414  1.02
O2 -0.092 -2.388 -1.733  -0.51
Cl2 4.368 1.170 0.001  -0.27
H4 4.002 2.239 -0.672  0.27

Results
* HOMO energy: -9.343 eV
* molecular weight: 154.98 u
* E_LUMO: 0.546 eV
* SMILES string: ClC1=CC1.O=C=O.Cl
* energy relative to the best compared isomer or geometry (same formula, charge and spin): 2.037 eV

=====

7.
# CH4N2O

An isolated molecule of CH4N2O at a distorted geometry (wB97M-V/def2-TZVPD, the OMol25 dataset).

Each line ends with the natural charge from an NBO analysis.
Cartesian coordinates (Å):
H1 -1.519 -1.241 -0.033  0.36
N1 -1.315 -0.260 -0.099  -0.85
C1 -0.121 0.184 0.028  0.69
N2 1.088 -0.445 0.172  -0.83
O1 -0.106 1.528 0.051  -0.68
H2 1.130 -1.395 -0.157  0.39
H3 1.943 0.082 0.058  0.40
H4 -1.100 1.547 -0.021  0.51

Results
* HOMO energy: -9.500 eV
* molecular weight: 60.06 u
* E_LUMO: 0.816 eV
* SMILES string: [H]/N=C(\N)O
* energy relative to the best compared isomer or geometry (same formula, charge and spin): 0.985 eV

=====

8.
# C8H6N2O5Rh

A structure of composition C8H6N2O5Rh at a distorted geometry (wB97M-V/def2-TZVPD, the OMol25 dataset).

Each line ends with the natural charge from an NBO analysis.
Cartesian coordinates (Å):
O1 0.349 2.709 -4.449  -0.32
C1 -0.101 2.400 -3.454  0.46
Rh1 -1.235 1.632 -0.962  0.76
O2 -3.542 3.654 -1.230  -0.20
C2 -2.657 2.907 -1.170  0.47
C3 -1.994 1.117 0.707  0.48
O3 -2.445 0.787 1.735  -0.26
C4 -0.174 2.946 -0.028  0.48
O4 0.424 3.724 0.585  -0.25
C5 -2.306 0.275 -1.821  0.48
O5 -2.983 -0.543 -2.280  -0.25
C6 1.487 -3.074 0.354  -0.44
N1 1.322 -1.715 0.983  -0.07
C7 2.058 -1.528 2.284  -0.44
C8 0.585 -0.762 0.440  0.60
N2 -0.028 0.061 -0.057  -0.34
H1 2.128 -3.770 0.921  0.31
H2 1.924 -2.931 -0.647  0.31
H3 0.487 -3.523 0.252  0.30
H4 2.754 -0.683 2.159  0.30
H5 1.317 -1.275 3.058  0.30
H6 2.631 -2.408 2.621  0.31

Results
* HOMO energy (spin up / spin down): -20.013 / -24.069 eV
* molecular weight: 313.05 u
* total charge: +3
* E_LUMO (spin up / spin down): -11.797 / -16.864 eV
* 2S+1: 5